1.
DFT (the ωB97M-V functional and the def2-TZVPD basis) results for C35H71BCl8FLiMgN4O14P3 as an isolated structure in a non-equilibrium geometry.

Geometry as XYZ:
```
139
Properties=species:S:1:pos:R:3:mulliken_charge:R:1
C 6.76266 0.72015 -0.31625 -0.1930
O 6.48831 0.25765 1.02070 -0.4307
C 7.63304 -0.42892 1.58655 -0.2617
C 7.91431 -1.86194 0.93717 -0.8132
C 6.61498 -2.76655 0.68176 -0.4868
C 5.47076 -2.63492 1.80098 -0.5355
C 4.43878 -3.87494 1.65382 -0.3636
C 3.56731 -3.91464 3.01928 -0.1428
C 2.60055 -5.21140 3.09408 -0.9281
C 1.57127 -5.31049 1.86403 -0.7117
C 0.09745 -4.71186 2.23731 -0.4746
C -0.19572 -3.60597 1.07531 -1.2160
C -1.53639 -2.77885 1.23921 -0.1857
C -2.16035 -2.83566 2.75089 -0.2954
Cl -3.13777 -4.41972 2.89390 -0.1051
N -3.16132 -1.82803 3.09399 -0.1694
C -2.94086 -0.43825 2.65186 0.3754
C -4.35379 0.25098 2.21442 -1.0530
B -2.50528 0.40791 4.01387 0.7355
C -2.61194 2.03372 4.12579 -0.7698
O -2.04426 -0.24724 5.21919 -0.6203
C -1.78932 -0.27236 1.55578 -1.4387
P -0.23277 0.14918 2.58786 -0.1162
O 0.88961 -1.12924 2.65563 -0.1743
Cl 0.90189 1.69409 1.59772 -0.2691
N -1.67094 -1.43353 0.57893 0.2717
P -0.15168 -0.88976 -0.39618 0.2720
N -0.56280 0.54630 -1.37004 -0.4564
O 0.42790 -1.96460 -1.60867 -0.5663
P -3.10342 -1.35781 -0.57851 0.6825
N -4.38571 -2.15296 -0.07167 -0.8596
O -3.68322 0.20156 -0.97317 0.1504
O -2.76013 -2.05723 -2.06692 -0.2539
H 5.83893 0.53679 -0.96313 0.1739
H 6.94161 1.85477 -0.31397 -0.0854
H 7.65082 0.21271 -0.82099 0.2774
H 8.56587 0.21351 1.38631 0.3177
H 7.53642 -0.52527 2.71776 0.2958
H 8.41947 -1.70917 -0.08219 0.2238
H 8.67812 -2.41592 1.58391 0.3529
H 6.23452 -2.52777 -0.36620 0.2224
H 6.96368 -3.86218 0.67878 0.3562
H 5.91613 -2.56882 2.84456 0.2872
H 4.89059 -1.67564 1.58095 0.1462
H 3.76603 -3.63946 0.75081 0.1812
H 5.00257 -4.85895 1.47884 0.3132
H 4.34776 -3.95904 3.86495 0.4281
H 2.98663 -2.93902 3.10032 -0.1225
H 2.07424 -5.24259 4.10152 0.3731
H 3.30873 -6.11219 3.05907 0.3539
H 1.38405 -6.42248 1.64587 0.4330
H 1.99581 -4.82415 0.91823 0.3373
H -0.68661 -5.52476 2.15516 0.3462
H 0.21060 -4.24932 3.26621 0.1461
H -0.25633 -4.23924 0.11196 0.4059
H 0.78578 -3.05095 1.00519 0.5873
H -2.28411 -3.44640 0.66509 0.5900
H -1.33388 -2.78743 3.54773 0.3854
H -4.13671 -2.13813 3.02143 0.5139
H -4.85633 0.77634 3.10923 0.3487
H -5.11277 -0.49500 1.82748 0.4748
H -4.07357 1.07903 1.48870 -0.1154
H -2.41969 2.56513 3.14297 0.1814
H -1.89484 2.35140 4.95632 0.2394
H -3.67640 2.22703 4.51436 0.2920
H -2.61718 -1.00541 5.45554 0.3205
H -2.00394 0.73295 1.02724 0.7669
H 0.75166 -1.54055 3.54600 0.3012
H 0.02060 0.48807 -2.21954 0.3281
H -0.34989 1.40364 -0.84971 0.2258
H -0.05648 -2.82030 -1.65455 0.3419
H -4.19283 -2.56225 0.84620 0.2591
H -3.54238 0.28895 -1.95635 0.2253
H -3.60674 -2.44133 -2.41474 0.3232
C -9.40458 5.67452 -0.46639 -1.0642
C -8.76922 5.47086 0.89701 -0.2221
O -7.69140 4.52828 0.83936 -0.2297
C -6.56494 4.97019 0.27185 0.4929
O -6.37573 6.07142 -0.18695 -0.5674
O -5.67054 3.93806 0.24510 0.0884
C -4.47358 4.25844 -0.44347 -1.2127
H -9.72400 4.71844 -0.88810 0.2926
H -10.26751 6.33904 -0.39626 0.3620
H -8.69731 6.11055 -1.17577 0.3124
H -9.51209 5.05114 1.57745 0.3364
H -8.43030 6.41456 1.33196 0.2785
H -3.99628 5.15017 -0.02816 0.3396
H -4.69549 4.39630 -1.50070 0.4531
H -3.78129 3.41782 -0.33609 0.2235
C 4.84002 4.51695 -1.24454 0.4366
Cl 4.96705 3.12749 -2.33669 -0.0448
Cl 3.33810 4.37666 -0.29480 -0.1522
Cl 6.22749 4.54316 -0.14357 -0.0461
Cl 4.80385 6.02187 -2.19086 -0.1341
O -7.03234 0.31219 4.22612 -0.5638
H -7.29470 0.66907 3.37423 0.2750
C 11.83001 1.67005 3.57785 -1.1455
C 11.40943 0.30690 3.05633 -0.2229
O 11.34122 0.23657 1.63797 -0.3384
C 12.55095 0.48676 0.93351 -0.3685
C 13.66454 -0.49133 1.27234 -1.0664
H 11.17116 2.45112 3.19113 0.2905
H 11.79744 1.68656 4.66899 0.3936
H 12.84847 1.92180 3.27095 0.2764
H 10.40304 0.08797 3.42331 0.2707
H 12.05974 -0.48303 3.44430 0.3284
H 12.87446 1.52084 1.08965 0.3125
H 12.31371 0.39151 -0.12958 0.3238
H 13.97004 -0.40799 2.31702 0.2701
H 14.54145 -0.29744 0.65046 0.3957
H 13.33488 -1.52048 1.10847 0.2901
Mg -5.03576 2.35209 -2.29835 0.4245
Cl -5.45939 5.12530 2.48397 -0.3838
C -13.52934 6.81415 -3.63547 -0.6007
O -14.12179 5.55711 -3.95703 -0.3109
C -13.42554 4.49451 -3.52596 0.8132
O -12.38547 4.52872 -2.91611 -0.5368
O -14.08889 3.38726 -3.89199 -0.3170
C -13.45900 2.17030 -3.49633 -0.6110
H -14.17593 7.59729 -4.03145 0.2141
H -13.45629 6.94020 -2.55326 0.2786
H -12.54663 6.90783 -4.10233 0.2799
H -13.38306 2.11146 -2.40865 0.2865
H -12.47349 2.07867 -3.95768 0.2781
H -14.08121 1.34566 -3.84418 0.2200
Cl -0.32096 -2.33525 -3.72163 -0.6580
Li 2.10959 6.61900 -0.23401 0.9376
F -0.59453 -5.08762 -10.04193 -0.3105
C 0.21490 -4.48853 -9.15299 0.2796
C -0.30570 -4.05139 -7.94514 -0.5212
C 0.53331 -3.43544 -7.02223 0.2859
C 1.88097 -3.25457 -7.32317 -0.4969
C 2.39140 -3.69332 -8.54152 -0.3030
C 1.55521 -4.31906 -9.46010 -0.4331
H -1.35879 -4.19382 -7.73258 0.4080
H 0.13794 -3.09574 -6.06926 0.0254
H 2.53398 -2.77012 -6.60449 0.3868
H 3.44050 -3.54800 -8.77588 0.3540
H 1.93708 -4.67486 -10.40969 0.3964
```

Computed properties:
**LUMO**: -7.09 eV
**Highest occupied orbital energy**: -8.77 eV
**Net charge**: +1
**HOMO-LUMO gap**: 0.062 Ha
**Max |F|**: 6.6 eV/Å

***

2.
DFT (the ωB97M-V functional and the def2-TZVPD basis) results for C33H23AsF6N4O4P2PtSe2 as an isolated structure in a non-equilibrium geometry.

Geometry as XYZ:
```
76
Properties=species:S:1:pos:R:3:mulliken_charge:R:1
Pt -0.00043 -0.18394 0.00950 1.1388
O -0.34782 -3.83382 -2.27018 -0.3257
C -0.26704 -2.95930 -1.41821 0.3543
O 0.61763 -2.34929 -0.82730 -0.5921
C -1.73964 -2.55606 -0.86931 0.7277
C -2.85744 -3.31299 -1.14163 -0.5596
C -4.02527 -2.97778 -0.46343 -0.3839
C -4.00399 -1.94106 0.45637 -0.5373
C -2.82734 -1.23668 0.63683 0.6140
N -1.72483 -1.53629 -0.04316 -0.2469
C -2.62736 -0.13375 1.67262 0.1892
O -3.55950 0.21551 2.35887 -0.6458
O -1.41003 0.29086 1.71708 -0.7521
H -2.80403 -4.13339 -1.84082 0.5134
H -4.93317 -3.53726 -0.64253 0.4548
H -4.86970 -1.66525 1.04154 0.5060
Se 6.50966 2.02222 0.75135 0.0684
P 5.57198 1.81200 -1.19334 0.8349
C 5.46472 3.34364 -2.13109 0.5962
C 5.90528 4.55926 -1.62230 -0.4182
C 5.83767 5.69086 -2.42043 -0.6940
C 5.35281 5.59796 -3.71676 -0.5421
C 4.91919 4.37821 -4.22197 -0.8880
C 4.96052 3.24592 -3.42966 -0.2757
C 6.58749 0.64178 -2.10812 0.6602
C 6.64927 -0.68626 -1.68154 -0.6021
C 7.44640 -1.57817 -2.37460 -0.7425
C 8.18926 -1.14722 -3.46662 -0.5159
C 8.14875 0.18086 -3.86572 -0.7164
C 7.35834 1.08762 -3.17938 -0.3518
C 3.93624 1.09953 -1.03961 0.5637
C 2.77602 1.38185 -0.31327 0.0380
N 1.95338 0.32869 -0.55220 0.3724
N 2.54756 -0.50735 -1.37893 -0.8687
N 3.73639 -0.08054 -1.67037 -0.1440
P 2.19586 2.73617 0.70551 0.8132
Se 0.11978 2.36094 1.35527 0.0847
C 2.26339 4.29392 -0.18278 0.7884
C 2.02662 4.32166 -1.55493 -0.1794
C 1.92821 5.54607 -2.19403 -0.8939
C 2.10581 6.72416 -1.48254 -0.6589
C 2.33883 6.69123 -0.11369 -0.9021
C 2.39124 5.47813 0.54743 -0.6380
C 3.23915 2.77606 2.18157 1.0544
C 4.39124 3.55881 2.22855 -0.9432
C 5.18074 3.54591 3.37001 -0.5938
C 4.81569 2.76802 4.45968 -0.6780
C 3.66814 1.98753 4.41111 -0.7568
C 2.88156 1.98381 3.27078 -0.9329
H 6.32270 4.61457 -0.62434 0.3469
H 6.17931 6.64306 -2.03699 0.4552
H 5.31453 6.48254 -4.33898 0.4432
H 4.55088 4.31098 -5.23713 0.4625
H 4.62242 2.28985 -3.81450 0.5552
H 6.06910 -1.02318 -0.83491 0.3807
H 7.48816 -2.61221 -2.06144 0.4132
H 8.81273 -1.84998 -4.00296 0.4099
H 8.73291 0.51419 -4.71247 0.4241
H 7.33232 2.12569 -3.48249 0.3999
H 1.88858 3.40731 -2.11716 0.3111
H 1.69069 5.57359 -3.24829 0.5620
H 2.05432 7.67627 -1.99473 0.4599
H 2.44522 7.61224 0.44361 0.4722
H 2.52210 5.44834 1.62194 0.5751
H 4.65630 4.19031 1.38778 0.8293
H 6.07813 4.14971 3.40944 0.5189
H 5.42560 2.77143 5.35295 0.4205
H 3.38138 1.38337 5.26084 0.4491
H 1.99224 1.36453 3.22520 0.4455
F -0.52397 -0.06212 -2.56231 -0.4617
As -0.79525 1.60042 -3.19055 1.9820
F -2.24112 1.61934 -2.24318 -0.4831
F -1.53572 0.96983 -4.57707 -0.4584
F -0.98477 3.22732 -3.70862 -0.5040
F 0.80988 1.53208 -3.85400 -0.4572
F 0.00756 2.30374 -1.71255 -0.3451
```

Computed properties:
**LUMO (spin up / spin down)**: -3.11 / -6.43 eV
**Highest occupied orbital energy (spin up / spin down)**: -11.53 / -11.80 eV
**Expectation value of S²**: 8.77
**2S+1**: 6
**Relative energy (zero: lowest compared OMol25 entry of this formula, charge and spin)**: 1.160 eV
**Net charge**: +1
**HOMO-LUMO gap (spin up / spin down)**: 0.309 / 0.197 Ha
**Max |F|**: 2.2 eV/Å